Computed, not measured: a 2-piece molecular cluster, C18H33N3O2S overall in a non-equilibrium geometry, with wB97M-V/def2-TZVPD.

The orbital gap (spin up / spin down) comes out at 5.3 / 6.1 eV. Its multiplicity is 2. The calculation puts the HOMO energy (spin up / spin down) at -10.19 / -10.98 eV. The LUMO energy (spin up / spin down) comes out at -4.85 / -4.85 eV. As for the max |F|: 2.7 eV/A. The charge is +1.

Each line ends with the Mulliken spin population.
CARTESIAN COORDINATES (ANGSTROEM)
O: -1.3050 -0.8232 0.0154  0.0002
C: -1.0691 -0.9318 -1.3806  0.0000
C: 0.2854 -1.6442 -1.6259  0.0000
C: 0.4072 -2.2788 -2.9833  0.0000
C: 0.1410 -3.6245 -3.2167  0.0000
C: 0.3172 -4.1215 -4.4889  0.0000
C: 0.1018 -5.5574 -4.8493  0.0000
C: 1.3215 -6.4403 -4.4368  0.0000
C: 1.4881 -6.6040 -2.8968  0.0000
S: 3.2220 -6.4398 -2.3502  0.0000
C: 0.7582 -3.1946 -5.4721  0.0000
N: 0.9811 -1.9362 -5.2529  0.0000
N: 0.8062 -1.5516 -4.0104  0.0000
H: -0.6247 -1.2848 0.5132  -0.0001
H: -1.9215 -1.4220 -1.8608  0.0000
H: -0.9584 0.1043 -1.7252  0.0000
H: 1.0766 -0.8846 -1.5600  0.0000
H: 0.5197 -2.4028 -0.8735  0.0000
H: -0.2005 -4.2719 -2.4205  0.0000
H: -0.7798 -5.9932 -4.3711  0.0000
H: -0.0217 -5.6194 -5.9350  0.0000
H: 1.1422 -7.4409 -4.8372  0.0000
H: 2.2593 -6.0386 -4.8259  0.0000
H: 0.8212 -5.9661 -2.3188  0.0000
H: 1.2204 -7.6287 -2.6266  0.0000
H: 3.3591 -5.1230 -2.0845  0.0000
H: 0.9046 -3.5828 -6.4770  0.0000
H: 0.9886 -0.5678 -3.8220  0.0000
C: -2.5173 2.9041 2.7698  0.0165
C: -1.1531 2.9599 2.0518  0.0253
C: -0.2855 1.8193 2.5802  0.0211
C: 0.1338 2.0379 4.0352  -0.0196
C: 0.8074 3.3999 4.2205  0.0207
C: 0.0865 4.5922 3.5728  0.0251
N: -0.4787 4.2783 2.2286  0.3359
O: 0.4774 4.3618 1.3479  0.5792
C: -1.0442 5.1175 4.4808  0.0182
C: 1.0744 5.7615 3.5203  -0.0089
C: -1.5110 2.7320 0.5844  -0.0063
H: -3.0640 2.0139 2.4542  0.0005
H: -2.4440 2.8170 3.8503  0.0004
H: -3.1312 3.7734 2.5322  -0.0099
H: 0.6133 1.7093 1.9622  0.0044
H: -0.8258 0.8720 2.5002  0.0005
H: -0.7253 1.9477 4.7036  -0.0002
H: 0.8300 1.2500 4.3305  0.0023
H: 0.9393 3.5923 5.2870  -0.0006
H: 1.8159 3.3250 3.8005  0.0042
H: -1.5697 5.9431 3.9976  -0.0112
H: -0.6367 5.5031 5.4160  0.0009
H: -1.7782 4.3701 4.7710  0.0016
H: 2.0055 5.4925 3.0230  0.0008
H: 1.3357 6.0712 4.5320  0.0004
H: 0.6462 6.6219 3.0049  -0.0003
H: -2.1651 3.5271 0.2213  -0.0043
H: -2.0398 1.7865 0.4605  0.0012
H: -0.6363 2.6898 -0.0658  0.0020